Entry 1:
DFT (ωB97M-V/def2-TZVPD) results for 2 unconnected molecules or ions with the total composition C19H29F9N3O3S.

The geometry in XYZ format:
```
64
Properties=species:S:1:pos:R:3
C -1.929 -1.373 2.771
C -2.484 -2.466 1.849
C -1.909 -2.424 0.441
C -2.330 -1.154 -0.332
C -3.305 -1.316 -1.505
C -4.720 -1.789 -1.096
C -5.817 -0.769 -1.444
S -6.316 0.192 0.015
C -4.992 1.318 0.032
N -4.277 1.656 1.048
N -3.385 2.625 0.594
C -3.631 2.770 -0.652
O -4.631 1.981 -1.095
C -2.075 -3.683 -0.396
O -1.080 -3.515 -1.413
C 0.092 -3.232 -0.744
C 1.174 -2.546 -1.621
F 1.209 -3.250 -2.758
F 2.332 -2.719 -0.946
C 1.026 -1.041 -1.985
F 0.792 -0.344 -0.833
F -0.058 -0.944 -2.766
C 2.231 -0.358 -2.716
F 2.834 -1.270 -3.494
F 1.717 0.616 -3.483
C 3.290 0.311 -1.772
F 3.525 -0.456 -0.690
F 2.823 1.499 -1.351
F 4.429 0.480 -2.442
N -0.368 -2.528 0.544
H -0.997 -1.679 3.252
H -1.746 -0.434 2.241
H -2.644 -1.141 3.559
H -2.286 -3.448 2.296
H -3.569 -2.382 1.768
H -2.800 -0.474 0.386
H -1.461 -0.627 -0.698
H -3.384 -0.314 -1.934
H -2.894 -1.942 -2.298
H -4.961 -2.760 -1.537
H -4.747 -1.931 -0.013
H -6.726 -1.236 -1.820
H -5.465 -0.066 -2.196
H -3.149 3.421 -1.363
H -3.054 -3.820 -0.840
H -1.836 -4.585 0.185
H 0.597 -4.149 -0.413
H -0.208 -3.221 1.278
H 0.119 -1.678 0.832
C 4.953 5.507 2.289
C 5.353 4.182 2.914
O 4.502 3.098 2.573
C 4.407 2.789 1.197
C 5.729 2.403 0.553
H 3.929 5.765 2.559
H 5.615 6.296 2.647
H 5.025 5.488 1.200
H 5.287 4.251 3.999
H 6.395 3.945 2.673
H 3.941 3.612 0.644
H 3.714 1.947 1.157
H 6.442 3.227 0.565
H 5.575 2.124 -0.491
H 6.179 1.559 1.077
```

The value obtained for the orbital gap is 0.3047 Ha. For the HOMO energy, the calculation gives -11.296 eV. Its net charge is +1.

Entry 2:
DFT (ωB97M-V/def2-TZVPD) results for a single C19H29FN2O5S molecule.

The geometry in XYZ format:
```
57
Properties=species:S:1:pos:R:3
O -0.010 1.885 -1.172
C -0.317 0.769 -0.801
N 0.561 -0.254 -0.667
C 2.010 -0.087 -0.675
C 2.515 1.142 0.075
C 2.016 1.194 1.546
C 3.324 1.197 2.349
C 4.023 2.554 2.158
C 4.538 2.469 0.694
C 4.047 1.079 0.257
N 4.165 0.335 1.514
C 4.763 -0.813 1.882
O 4.646 -1.286 3.004
C 5.582 -1.542 0.823
C 6.823 -2.211 1.483
C 6.508 -3.679 1.729
S 5.653 -4.142 0.241
O 6.593 -4.105 -0.852
O 4.805 -5.289 0.419
C 4.691 -2.633 0.192
C -1.757 0.414 -0.409
F -1.826 0.635 0.974
C -2.786 1.251 -1.126
C -2.760 0.959 -2.628
C -3.872 1.729 -3.324
O -5.142 1.424 -2.778
C -5.211 1.768 -1.406
C -4.191 0.999 -0.582
H 0.200 -1.108 -0.277
H 2.425 -0.987 -0.218
H 2.366 -0.048 -1.709
H 2.235 2.036 -0.476
H 1.397 2.066 1.750
H 1.427 0.307 1.787
H 3.255 0.838 3.370
H 3.335 3.383 2.319
H 4.850 2.659 2.859
H 4.139 3.254 0.053
H 5.625 2.519 0.657
H 4.586 0.638 -0.578
H 5.920 -0.850 0.055
H 7.674 -2.131 0.810
H 7.063 -1.711 2.419
H 7.381 -4.320 1.837
H 5.819 -3.819 2.561
H 3.796 -2.828 0.784
H 4.422 -2.449 -0.847
H -1.955 -0.653 -0.562
H -2.516 2.300 -0.971
H -1.797 1.240 -3.058
H -2.913 -0.112 -2.801
H -3.683 2.809 -3.238
H -3.922 1.476 -4.382
H -5.046 2.849 -1.290
H -6.227 1.544 -1.084
H -4.425 -0.070 -0.639
H -4.258 1.297 0.465
```

The value obtained for the orbital gap is 0.3731 Ha. For the HOMO energy, the calculation gives -9.753 eV. The SMILES is O=C(NC[C@H]1C[C@@H]2CC[C@H]1N2C(=O)[C@H]1CCS(=O)(=O)C1)[C@@H](F)C1CCOCC1.

Entry 3:
DFT (ωB97M-V/def2-TZVPD) results for a molecular structure, C19H29InN2O5SSi.

The geometry in XYZ format:
```
58
Properties=species:S:1:pos:R:3
In -0.452 0.201 -0.944
C 3.681 0.881 -2.141
C 2.436 0.045 -2.014
O 1.354 0.591 -2.286
C 2.517 -1.353 -1.619
C 3.789 -1.943 -1.441
C 3.942 -3.271 -1.146
C 2.789 -4.063 -1.015
C 1.539 -3.526 -1.167
C 1.350 -2.153 -1.465
O 0.126 -1.717 -1.586
H 3.384 1.900 -2.373
H 4.329 0.500 -2.932
H 4.245 0.865 -1.208
H 4.671 -1.328 -1.553
H 4.926 -3.700 -1.022
H 2.888 -5.118 -0.785
H 0.650 -4.134 -1.062
C -0.670 4.762 -1.401
C -0.713 3.268 -1.463
N -0.005 2.499 -0.718
O 0.870 3.044 0.213
C -1.609 2.627 -2.442
C -2.456 3.399 -3.399
N -1.650 1.317 -2.428
O -2.377 0.667 -3.238
H 0.185 5.134 -0.845
H -1.588 5.148 -0.954
H -0.608 5.170 -2.408
H 0.428 3.796 0.631
H -1.952 4.288 -3.778
H -3.399 3.715 -2.942
H -2.703 2.748 -4.235
C -2.331 -2.880 0.381
S -3.296 -1.755 -0.602
C -2.889 -2.391 -2.211
O -2.609 -0.403 -0.481
H -2.754 -3.879 0.270
H -2.404 -2.544 1.413
H -1.296 -2.845 0.039
H -3.364 -3.369 -2.313
H -1.805 -2.465 -2.306
H -3.283 -1.680 -2.934
C 1.024 1.185 4.835
Si -0.239 -0.003 4.177
C 0.090 -1.721 4.797
C -1.945 0.539 4.669
C -0.146 -0.016 2.354
C -0.079 -0.053 1.138
H 1.058 1.168 5.928
H 0.780 2.201 4.516
H 2.020 0.942 4.456
H 0.117 -1.766 5.889
H 1.043 -2.090 4.411
H -0.697 -2.395 4.447
H -2.087 0.481 5.752
H -2.698 -0.091 4.189
H -2.124 1.570 4.354
```

The value obtained for the orbital gap is 0.2908 Ha. For the HOMO energy, the calculation gives -7.666 eV.

Entry 4:
DFT (ωB97M-V/def2-TZVPD) results for a molecular structure, C19H29IrN9OS2.

The geometry in XYZ format:
```
61
Properties=species:S:1:pos:R:3
Ir -0.321 -0.490 -0.099
N -2.258 -0.876 1.573
N -3.472 -1.411 1.096
C -3.757 -1.485 -0.211
N -4.906 -1.977 -0.620
S -2.641 -0.887 -1.365
H -1.869 -1.528 2.257
H -2.444 0.014 2.043
H -4.151 -1.725 1.787
H -5.633 -2.318 -0.001
H -5.092 -2.058 -1.611
S 2.138 -2.709 -3.555
C 1.735 -1.183 -4.101
C 0.930 -0.443 -3.216
C 0.603 -1.127 -2.056
C 1.191 -2.388 -2.042
C 1.051 -3.316 -0.980
C 1.569 -4.629 -1.014
C 1.282 -5.502 0.021
C 0.511 -5.043 1.079
C 0.082 -3.710 1.071
N 0.332 -2.873 0.086
H 2.089 -0.825 -5.053
H 0.618 0.557 -3.451
H 2.169 -4.947 -1.852
H 1.640 -6.522 0.000
H 0.240 -5.690 1.898
H -0.489 -3.327 1.905
N -1.985 4.628 -1.171
C -1.121 4.402 0.017
C -1.185 2.929 0.450
N -0.841 2.000 -0.628
C -1.691 2.255 -1.794
C -1.615 3.708 -2.279
H -1.911 5.608 -1.482
H -2.971 4.481 -0.917
H -1.447 5.043 0.839
H -0.099 4.682 -0.249
H -2.195 2.697 0.800
H -0.493 2.791 1.284
H 0.134 2.142 -0.896
H -2.724 2.005 -1.537
H -1.389 1.595 -2.606
H -2.296 3.849 -3.122
H -0.602 3.956 -2.605
C 4.448 0.922 0.209
N 3.416 0.798 1.220
C 3.701 0.851 2.538
C 2.739 0.628 3.471
C 1.421 0.315 3.035
N 1.152 0.284 1.719
C 2.131 0.561 0.827
O 1.810 0.604 -0.381
N 0.463 0.079 3.927
H 5.315 1.422 0.631
H 4.070 1.484 -0.643
H 4.740 -0.073 -0.132
H 4.722 1.081 2.803
H 2.961 0.697 4.522
H 0.688 0.065 4.913
H -0.492 -0.070 3.650
```

Its spin multiplicity is 6. The value obtained for the orbital gap (alpha / beta) is 0.2893 / 0.2250 Ha. For the HOMO energy (alpha / beta), the calculation gives -18.734 / -19.676 eV. Its net charge is +4.

Copy entry 2 word for word.
DFT (ωB97M-V/def2-TZVPD) results for a single C19H29FN2O5S molecule.

The geometry in XYZ format:
```
57
Properties=species:S:1:pos:R:3
O -0.010 1.885 -1.172
C -0.317 0.769 -0.801
N 0.561 -0.254 -0.667
C 2.010 -0.087 -0.675
C 2.515 1.142 0.075
C 2.016 1.194 1.546
C 3.324 1.197 2.349
C 4.023 2.554 2.158
C 4.538 2.469 0.694
C 4.047 1.079 0.257
N 4.165 0.335 1.514
C 4.763 -0.813 1.882
O 4.646 -1.286 3.004
C 5.582 -1.542 0.823
C 6.823 -2.211 1.483
C 6.508 -3.679 1.729
S 5.653 -4.142 0.241
O 6.593 -4.105 -0.852
O 4.805 -5.289 0.419
C 4.691 -2.633 0.192
C -1.757 0.414 -0.409
F -1.826 0.635 0.974
C -2.786 1.251 -1.126
C -2.760 0.959 -2.628
C -3.872 1.729 -3.324
O -5.142 1.424 -2.778
C -5.211 1.768 -1.406
C -4.191 0.999 -0.582
H 0.200 -1.108 -0.277
H 2.425 -0.987 -0.218
H 2.366 -0.048 -1.709
H 2.235 2.036 -0.476
H 1.397 2.066 1.750
H 1.427 0.307 1.787
H 3.255 0.838 3.370
H 3.335 3.383 2.319
H 4.850 2.659 2.859
H 4.139 3.254 0.053
H 5.625 2.519 0.657
H 4.586 0.638 -0.578
H 5.920 -0.850 0.055
H 7.674 -2.131 0.810
H 7.063 -1.711 2.419
H 7.381 -4.320 1.837
H 5.819 -3.819 2.561
H 3.796 -2.828 0.784
H 4.422 -2.449 -0.847
H -1.955 -0.653 -0.562
H -2.516 2.300 -0.971
H -1.797 1.240 -3.058
H -2.913 -0.112 -2.801
H -3.683 2.809 -3.238
H -3.922 1.476 -4.382
H -5.046 2.849 -1.290
H -6.227 1.544 -1.084
H -4.425 -0.070 -0.639
H -4.258 1.297 0.465
```

The value obtained for the orbital gap is 0.3731 Ha. For the HOMO energy, the calculation gives -9.753 eV. The SMILES is O=C(NC[C@H]1C[C@@H]2CC[C@H]1N2C(=O)[C@H]1CCS(=O)(=O)C1)[C@@H](F)C1CCOCC1.